# CH2N2S

A single CH2N2S molecule in a non-equilibrium geometry (ωB97M-V/def2-TZVPD, the OMol25 dataset).

```
6
CH2N2S ωB97M-V/def2-TZVPD
H -2.2817 -0.0717 0.5120
C -1.5773 -0.5223 -0.0055
H 1.6378 1.1839 -0.8009
N 1.3907 0.8698 0.1251
S 1.2375 -0.6607 0.1776
N -0.4071 -0.7990 -0.0083
```

* multiplicity: 1
* energy relative to the best compared isomer or geometry (same formula, charge and spin): 3.207 eV
* total charge: 0
* HOMO-LUMO gap (alpha / beta): 7.593 / 7.586 eV
* maximum force: 7.9 eV Å⁻¹
* E_LUMO (alpha / beta): -0.435 / -0.440 eV